1.
Formula: C5H9O3Zn
Source: the Open Molecules 2025 dataset
Level of theory: ωB97M-V with the def2-TZVPD basis set

Geometry as ORCA input:
```
! wB97M-V def2-TZVPD RIJCOSX def2/J DEFGRID3
* xyz 1 1
H 4.823 -2.091 0.250
O 2.270 -0.508 -0.145
C 3.028 -1.386 -0.553
H 2.600 -2.289 -1.026
H 4.922 -1.552 -1.421
C 4.490 -1.299 -0.440
H 4.819 -0.312 -0.102
C -1.267 0.007 -0.657
O -0.944 -0.862 -1.496
Zn 0.492 -0.364 -0.020
O -2.350 -0.225 0.091
C -3.015 0.682 0.986
C -3.315 2.057 0.436
H -2.411 0.742 1.899
H -3.945 0.164 1.253
H -2.390 2.620 0.254
H -3.900 2.622 1.175
H -3.909 1.992 -0.485
*
```

Computed properties:
E in eV: -59882.2455
Kohn-Sham gap in eV: 8.0062
HOMO in eV: -13.004
Energy relative to the best compared isomer or geometry (same formula, charge and spin) in kcal/mol: 7.7
LUMO in Eh: -0.1837

Löwdin population analysis, charges in e, atoms 1 to 5: number 1, H, carries 0.12; number 2, O, carries -0.07; number 3, C, carries -0.17; number 4, H, carries 0.16; number 5, H, carries 0.12


2.
Formula: C3H5NO2
Source: the Open Molecules 2025 dataset
Level of theory: ωB97M-V with the def2-TZVPD basis set

Geometry as ORCA input:
```
! wB97M-V def2-TZVPD RIJCOSX def2/J DEFGRID3
* xyz 0 3
C -0.596 1.029 0.055
C 0.856 0.825 -0.365
C -0.248 -0.303 -0.554
N -0.062 -1.559 0.597
O -0.118 -2.677 0.220
O 0.182 -1.273 1.728
H -0.595 0.880 1.089
H -1.392 1.587 -0.398
H 1.142 1.169 -1.319
H 1.483 0.839 0.519
H -0.652 -0.516 -1.573
*
```

Computed properties:
E in eV: -8768.2634
Kohn-Sham gap (alpha / beta) in eV: 7.7233 / 7.1083
HOMO (alpha / beta) in eV: -6.711 / -10.285
Energy relative to the best compared isomer or geometry (same formula, charge and spin) in kcal/mol: 97.8
<S²>: 2.008
LUMO (alpha / beta) in Eh: 0.0372 / -0.1167

Löwdin population analysis, charges in e, atoms 1 to 5: number 1, C, carries -0.13; number 2, C, carries -0.06; number 3, C, carries -0.07; number 4, N, carries -0.47; number 5, O, carries 0.21


3.
Formula: C4H8N6
Source: the Open Molecules 2025 dataset
Level of theory: ωB97M-V with the def2-TZVPD basis set

Geometry as ORCA input:
```
! wB97M-V def2-TZVPD RIJCOSX def2/J DEFGRID3
* xyz 0 1
C -0.663 0.551 0.558
C -0.656 -0.541 -0.362
C 1.127 0.629 3.619
C -2.012 -0.710 -2.590
N -1.595 1.409 0.158
N -2.070 1.042 -0.942
N 0.122 0.379 1.651
N 0.442 1.234 2.496
N -1.574 -0.154 -1.314
N 0.210 -1.578 -0.409
H 2.029 1.264 3.847
H 1.557 -0.317 3.232
H 0.290 0.678 4.444
H -2.609 -1.661 -2.455
H -2.603 0.071 -3.114
H -1.175 -0.798 -3.378
H 0.739 -1.950 0.482
H 0.293 -2.127 -1.299
*
```

Computed properties:
E in eV: -13214.7877
Kohn-Sham gap in eV: 8.5474
HOMO in eV: -7.979
Energy relative to the best compared isomer or geometry (same formula, charge and spin) in kcal/mol: 95.3
LUMO in Eh: 0.0209
SMILES: C/N=N/c1nnn(C)c1N

Löwdin population analysis, charges in e, atoms 1 to 5: number 1, C, carries -0.32; number 2, C, carries -0.27; number 3, C, carries -0.14; number 4, C, carries -0.04; number 5, N, carries 0.05


4.
Formula: C17H18N2O2
Source: the Open Molecules 2025 dataset
Level of theory: ωB97M-V with the def2-TZVPD basis set

Geometry as ORCA input:
```
! wB97M-V def2-TZVPD RIJCOSX def2/J DEFGRID3
* xyz 0 1
O 0.618 -4.132 -1.073
N 0.232 3.729 4.466
N -1.309 -0.565 -3.098
O -0.714 -2.483 -4.077
C 0.694 -3.363 -2.040
C -0.046 2.512 4.892
C 0.622 3.974 3.154
C -0.619 -1.684 -2.996
C -1.514 0.302 -2.068
C -0.091 1.495 4.031
C 0.702 2.884 2.256
C 0.032 -2.084 -1.914
C -0.103 -1.242 -0.849
C -0.816 -0.072 -0.827
C 0.176 1.622 2.714
C 1.978 -3.494 -2.863
C -2.257 1.509 -2.407
C 0.642 -1.592 0.396
C -0.785 0.977 0.299
C 1.106 -0.385 1.156
C -0.174 0.513 1.647
H -1.174 -1.933 -4.668
H -0.264 2.392 6.029
H 0.928 5.021 2.894
H -0.399 0.446 4.328
H 1.040 3.033 1.254
H 2.286 -4.585 -2.962
H 2.815 -2.961 -2.445
H 1.796 -3.266 -3.952
H -3.232 1.678 -1.876
H -2.529 1.455 -3.515
H -1.528 2.320 -2.202
H -0.026 -2.210 1.013
H 1.410 -2.325 0.264
H -1.829 1.289 0.416
H -0.220 1.879 0.044
H 1.690 0.222 0.481
H 1.791 -0.692 1.998
H -0.929 -0.183 2.100
*
```

Computed properties:
E in eV: -24994.5861
Kohn-Sham gap in eV: 9.2258
HOMO in eV: -8.934
Energy relative to the best compared isomer or geometry (same formula, charge and spin) in kcal/mol: 76.7
LUMO in Eh: 0.0107
SMILES: CC(=O)c1c(O)nc(C)c2c1CC[C@@H](c1ccncc1)C2

Löwdin population analysis, charges in e, atoms 1 to 5: number 1, O, carries 0.08; number 2, N, carries 0.03; number 3, N, carries 0.16; number 4, O, carries 0.11; number 5, C, carries -0.35


5.
Formula: C20H58BrClNO20PS2
Source: the Open Molecules 2025 dataset
Level of theory: ωB97M-V with the def2-TZVPD basis set

Geometry as ORCA input:
```
! wB97M-V def2-TZVPD RIJCOSX def2/J DEFGRID3
* xyz 0 1
C 6.363 -0.755 1.874
N 5.624 -1.234 0.645
C 6.342 -0.668 -0.583
C 4.166 -0.829 0.635
O 3.784 0.210 1.384
C 3.167 -1.705 -0.360
C 1.901 -2.411 0.460
P 2.313 -3.246 2.172
O 1.649 -4.714 2.252
O 1.878 -2.231 3.538
O 4.054 -3.547 2.353
O 1.710 -3.643 -0.375
S 0.423 -3.587 -1.504
O 1.065 -3.479 -2.913
O -0.791 -4.551 -1.314
O -0.193 -2.089 -0.971
C 0.408 -1.667 0.338
Br -0.875 -2.575 1.620
C 0.362 -0.035 0.192
C -0.880 0.704 0.963
C -2.293 0.740 0.097
C -3.451 -0.288 0.702
S -3.916 -1.672 -0.484
O -3.143 -1.659 -1.825
O -3.869 -3.099 0.165
Cl -5.965 -1.375 -0.977
H 5.729 -0.718 2.856
H 7.227 -1.554 2.072
H 6.894 0.255 1.593
H 6.225 0.504 -0.521
H 5.864 -1.054 -1.593
H 7.462 -1.031 -0.539
H 3.805 -2.619 -0.786
H 2.831 -1.087 -1.295
H 1.620 -1.308 3.246
H 4.205 -4.522 2.586
H 0.222 0.196 -0.970
H 1.346 0.521 0.508
H -0.562 1.848 1.082
H -1.097 0.322 2.048
H -2.747 1.833 0.255
H -2.129 0.629 -1.056
H -4.440 0.348 0.906
H -3.141 -0.707 1.776
C 0.136 0.388 5.930
O 1.131 -0.178 5.097
H -0.530 1.003 5.320
H -0.441 -0.410 6.404
H 0.609 1.012 6.692
H 1.706 -0.718 5.665
C 7.054 3.283 0.254
O 7.465 2.571 1.407
H 7.748 3.069 -0.562
H 6.049 2.966 -0.033
H 7.063 4.356 0.464
H 6.831 2.781 2.113
C -3.154 -4.051 4.466
O -2.799 -3.100 3.480
H -2.591 -3.843 5.379
H -4.224 -3.978 4.676
H -2.909 -5.055 4.111
H -3.313 -3.310 2.682
C -7.056 -2.510 -4.910
O -7.589 -1.318 -4.362
H -7.728 -2.873 -5.691
H -6.074 -2.306 -5.343
H -6.971 -3.266 -4.126
H -6.972 -1.020 -3.672
C -1.927 3.462 3.443
O -0.932 2.896 2.611
H -2.593 4.077 2.834
H -2.504 2.664 3.917
H -1.454 4.086 4.205
H -0.357 2.356 3.179
C 4.091 5.704 -0.499
O 4.502 4.992 0.653
H 4.785 5.490 -1.315
H 3.086 5.387 -0.786
H 4.100 6.777 -0.289
H 3.868 5.202 1.360
C -10.083 0.113 -7.212
O -8.731 0.528 -7.148
H -10.638 0.808 -7.847
H -10.138 -0.891 -7.640
H -10.514 0.117 -6.208
H -8.264 -0.107 -6.579
C -0.673 6.959 4.293
O -1.308 6.450 5.451
H 0.254 6.407 4.124
H -1.331 6.833 3.429
H -0.442 8.018 4.437
H -2.127 6.960 5.574
C 7.713 -4.336 0.459
O 8.742 -3.445 0.071
H 6.758 -3.807 0.438
H 7.677 -5.178 -0.237
H 7.905 -4.696 1.473
H 9.577 -3.942 0.099
C -6.622 0.778 -10.506
O -7.979 0.389 -10.405
H -6.339 0.809 -11.561
H -6.493 1.770 -10.067
H -5.994 0.052 -9.984
H -8.201 0.370 -9.459
*
```

Computed properties:
E in eV: -177631.6870
Kohn-Sham gap in eV: 8.3390
HOMO in eV: -9.341
LUMO in Eh: -0.0368
SMILES: CN(C)C(=O)C[C@]1(P(=O)(O)O)OS(=O)(=O)O[C@]1(Br)CCCCS(=O)(=O)Cl.CO.CO.CO.CO.CO.CO.CO.CO.CO.CO

Löwdin population analysis, charges in e, atoms 1 to 5: number 1, C, carries -0.10; number 2, N, carries -0.21; number 3, C, carries -0.08; number 4, C, carries -0.27; number 5, O, carries -0.04